Record 1
Density functional theory data (ωB97M-V/def2-TZVPD) for an isolated ion of composition C5H10N2 and charge +1 at a distorted geometry.

Geometry as XYZ:
```
17
C5H10N2 (ωB97M-V/def2-TZVPD)
C -2.115 0.419 0.071
C -1.003 -0.189 0.959
C 0.332 0.549 0.808
C 0.975 0.314 -0.397
N 2.344 0.220 -0.475
C 2.927 -0.755 0.123
N -2.723 -0.251 -1.078
H -3.008 0.695 0.647
H -1.889 1.463 -0.206
H -0.712 -1.189 0.498
H -1.198 -0.303 2.030
H 0.954 0.966 1.620
H 0.291 0.188 -1.261
H 2.541 -1.754 -0.133
H 3.796 -0.647 0.787
H -3.298 -1.042 -0.770
H -1.978 -0.728 -1.594
```

Computed properties:
- charge = +1
- LUMO (spin up / spin down) (eV) = -5.357 / -7.425
- highest occupied orbital energy (spin up / spin down) (eV) = -13.57 / -13.57
- HOMO-LUMO gap (spin up / spin down) (eV) = 8.2 / 6.1
- <S²> = 0.766
- 2S+1 = 2

---

Record 2
Density functional theory data (ωB97M-V/def2-TZVPD) for a single C5H10N2O molecule at a distorted geometry.

Geometry as XYZ:
```
18
C5H10N2O (ωB97M-V/def2-TZVPD)
C -2.105 0.893 0.165
C -1.377 -0.380 -0.163
C -2.104 -1.574 -0.106
C 0.898 0.534 -0.052
C 2.329 0.152 -0.055
H -2.303 1.440 -0.894
H -1.482 1.545 0.757
H -3.160 0.499 0.460
H -3.168 -1.599 0.187
H -1.498 -2.537 -0.527
H 0.255 -1.497 0.235
H 1.299 2.515 -0.242
H 2.755 0.660 0.769
H 2.902 0.703 -0.825
H 3.619 -1.428 0.545
N 0.003 -0.463 -0.087
N 0.510 1.817 -0.143
O 2.628 -1.279 -0.026
```

Computed properties:
- LUMO (eV) = 0.270
- SMILES = [H]/N=C(\CO)NC(=C)C
- highest occupied orbital energy (eV) = -7.91
- HOMO-LUMO gap (eV) = 8.2

---

Record 3
Density functional theory data (ωB97M-V/def2-TZVPD) for C5H10N2O as an isolated structure at a distorted geometry.

Geometry as XYZ:
```
18
C5H10N2O (ωB97M-V/def2-TZVPD)
C -1.548 -1.147 0.932
C 0.895 -0.586 0.344
C 1.132 0.529 -0.387
N 2.285 1.253 -0.661
N -1.045 1.731 -0.421
C -0.208 0.722 -0.962
C -0.454 -0.948 -0.086
O 1.676 -1.159 1.323
H 1.295 -2.013 1.555
H 3.135 0.712 -0.725
H 2.194 1.953 -1.380
H -2.016 1.622 -0.691
H -0.971 1.775 0.590
H -0.286 0.714 -2.054
H -0.536 -1.593 -0.958
H -2.463 -0.631 0.616
H -1.806 -2.200 1.059
H -1.281 -0.734 1.905
```

Computed properties:
- LUMO (eV) = 0.876
- highest occupied orbital energy (eV) = -7.30
- HOMO-LUMO gap (eV) = 8.2

---

Record 4
Density functional theory data (ωB97M-V/def2-TZVPD) for a 2-piece molecular cluster, C5H10N2O overall at a distorted geometry.

Geometry as XYZ:
```
18
C5H10N2O (ωB97M-V/def2-TZVPD)
C 1.128 -1.486 0.208
N 1.317 -1.127 -1.202
C 1.061 0.342 -1.528
N 0.023 0.147 -2.338
O 1.644 1.285 -1.048
H 2.262 -1.360 -1.501
H 0.161 -1.062 -2.055
H -0.347 0.923 -2.869
H 0.086 -1.297 0.461
H 1.752 -0.878 0.869
H 1.357 -2.541 0.355
C -1.070 1.854 1.380
C -1.651 0.536 1.585
C -2.225 -0.502 1.772
H -0.256 1.823 0.654
H -0.711 2.254 2.332
H -1.837 2.529 0.993
H -2.694 -1.438 1.930
```

Computed properties:
- LUMO (eV) = 0.896
- SMILES = CNC(N)=O.C#CC
- highest occupied orbital energy (eV) = -9.61
- HOMO-LUMO gap (eV) = 10.5

---

Record 5
Density functional theory data (ωB97M-V/def2-TZVPD) for a single C5H10N2O molecule at a distorted geometry.

Geometry as XYZ:
```
18
C5H10N2O (ωB97M-V/def2-TZVPD)
C 0.287 -0.552 0.215
C 1.749 -0.745 0.579
C -0.656 -0.846 1.469
C -0.075 0.858 -0.271
C -1.570 1.420 -1.865
O -0.051 -1.490 -0.804
N -1.395 0.960 -0.672
N 0.662 1.911 -0.263
H -0.962 -1.268 -1.079
H 1.581 1.712 0.140
H 2.070 -0.051 1.362
H 2.392 -0.596 -0.296
H 1.923 -1.768 0.932
H -0.364 -0.217 2.314
H -0.524 -1.900 1.733
H -1.728 -0.741 1.275
H -2.591 1.548 -2.254
H -0.749 1.765 -2.515
```

Computed properties:
- LUMO (eV) = 0.572
- SMILES = [H]/N=C(/N=C)C(C)(C)O
- highest occupied orbital energy (eV) = -9.82
- HOMO-LUMO gap (eV) = 10.4

---

Record 6
Density functional theory data (ωB97M-V/def2-TZVPD) for C5H10N2O as an isolated structure at a distorted geometry.

Geometry as XYZ:
```
18
C5H10N2O (ωB97M-V/def2-TZVPD)
C -0.004 1.667 -0.330
C -0.260 -2.461 -0.383
C -0.744 2.231 0.852
C -0.234 -0.969 -0.277
C 0.773 -0.151 0.196
N 1.998 -0.586 0.461
N -1.225 -0.178 -0.745
O -2.162 -0.581 -1.433
H 2.696 0.048 0.815
H 2.279 -1.555 0.344
H 1.006 2.051 -0.425
H -0.503 1.853 -1.277
H -1.106 -2.755 -1.007
H -0.368 -2.932 0.597
H 0.657 -2.845 -0.841
H -1.750 1.819 0.923
H -0.224 2.024 1.787
H -0.832 3.318 0.743
```

Computed properties:
- LUMO (spin up / spin down) (eV) = 0.514 / 0.513
- highest occupied orbital energy (spin up / spin down) (eV) = -7.66 / -7.66
- HOMO-LUMO gap (spin up / spin down) (eV) = 8.2 / 8.2

---

Record 7
Density functional theory data (ωB97M-V/def2-TZVPD) for a single C5H10N2O molecule at a distorted geometry.

Geometry as XYZ:
```
18
C5H10N2O (ωB97M-V/def2-TZVPD)
C -3.080 -0.713 -0.007
C 0.359 0.198 -0.036
C 0.736 1.682 -0.005
C 1.456 -0.768 -0.268
C 2.697 -0.809 0.529
H -3.656 -0.528 0.835
H -2.634 -1.698 -0.206
H -3.799 -0.686 -0.944
H -2.062 1.172 -0.057
H -0.078 2.281 0.364
H 1.648 1.868 0.592
H 1.049 2.020 -1.039
H 1.086 -1.659 -0.744
H 3.302 -1.811 0.604
H 2.942 -0.135 1.386
N -1.909 0.200 -0.133
N -0.777 -0.379 -0.124
O 2.719 -0.236 -0.748
```

Computed properties:
- LUMO (eV) = 0.974
- SMILES = CN/N=C(\C)[C@@H]1CO1
- highest occupied orbital energy (eV) = -7.85
- HOMO-LUMO gap (eV) = 8.8

---

Record 8
Density functional theory data (ωB97M-V/def2-TZVPD) for C5H10N2O as an isolated structure at a distorted geometry.

Geometry as XYZ:
```
18
C5H10N2O (ωB97M-V/def2-TZVPD)
C 0.660 2.204 0.283
C 0.839 -0.346 0.276
C 1.585 -1.596 -0.321
C -0.301 -0.692 1.365
C -1.482 -0.384 0.871
H -0.283 1.941 0.965
H 0.618 3.112 -0.723
H 1.460 2.686 0.845
H 1.678 -2.009 0.721
H 0.840 -2.449 -0.735
H 2.616 -1.452 -0.993
H -0.052 -0.894 2.366
H -2.324 -0.741 1.425
H -2.528 0.135 -0.879
H -0.266 0.630 -1.763
N 1.121 0.745 -0.180
N -1.530 0.152 -0.411
O -0.838 -0.295 -1.491
```

Computed properties:
- LUMO (eV) = 0.879
- highest occupied orbital energy (eV) = -8.45
- HOMO-LUMO gap (eV) = 9.3

---

Record 9
Density functional theory data (ωB97M-V/def2-TZVPD) for a 2-piece molecular cluster, C5H10N2O overall at a distorted geometry.

Geometry as XYZ:
```
18
C5H10N2O (ωB97M-V/def2-TZVPD)
C 2.189 1.185 0.008
C -2.856 1.137 0.055
C -2.274 -0.310 -0.192
C 3.123 0.176 0.075
C -0.854 -0.397 0.262
N 1.431 2.059 -0.176
N 2.620 -1.214 -0.105
O -0.059 -1.286 0.010
H -3.836 1.066 -0.173
H -2.369 1.825 -0.464
H -2.884 1.349 1.063
H -2.215 -0.361 -1.311
H -2.989 -0.914 0.377
H 4.200 0.169 0.349
H -0.606 0.399 0.880
H 2.892 -1.785 -0.978
H 2.904 -1.785 0.666
H 1.582 -1.315 -0.345
```

Computed properties:
- LUMO (eV) = 0.389
- highest occupied orbital energy (eV) = -6.69
- HOMO-LUMO gap (eV) = 7.1

---

Record 10
Density functional theory data (ωB97M-V/def2-TZVPD) for C5H10N2O as an isolated structure at a distorted geometry.

Geometry as XYZ:
```
18
C5H10N2O (ωB97M-V/def2-TZVPD)
C -0.685 -1.073 0.597
C 0.415 -1.259 -0.246
C -2.085 -1.184 0.029
C 1.865 1.030 -0.233
N 1.793 1.807 -1.352
C -0.687 0.829 1.248
N 0.020 1.694 0.841
O 2.819 0.912 0.487
H -0.577 -1.494 1.593
H 0.872 2.072 -1.665
H 2.491 2.536 -1.418
H -1.518 0.772 1.938
H 0.261 -1.345 -1.317
H 1.059 0.100 -0.276
H -2.359 -2.231 -0.119
H -2.832 -0.747 0.697
H 1.308 -1.744 0.130
H -2.159 -0.674 -0.934
```

Computed properties:
- LUMO (spin up / spin down) (eV) = -0.054 / -0.054
- highest occupied orbital energy (spin up / spin down) (eV) = -8.46 / -8.46
- HOMO-LUMO gap (spin up / spin down) (eV) = 8.4 / 8.4